59
Properties=species:S:1:pos:R:3 method="wB97M-V/def2-TZVPD" homo_ev="-11.457 / -11.458" total_charge=+1 relative_energy_kcal_mol=0.0 multiplicity=1 largest_force_ha_per_bohr=0.084
Pb -2.298 -0.495 2.237
Cl 1.856 5.781 1.426
C 1.300 4.181 1.615
C 0.163 4.032 2.416
C -0.272 2.747 2.714
Cl -1.604 2.685 3.815
C 0.331 1.546 2.185
O -0.102 0.420 2.601
C 1.372 1.727 1.169
C 1.924 0.746 0.403
O 2.186 -0.515 0.819
C 1.845 3.085 0.964
H -0.273 4.916 2.819
H 2.617 1.093 -0.388
H 2.653 3.226 0.280
O -1.979 -2.681 0.861
C -0.848 -2.605 0.422
O -0.141 -1.380 0.373
C 0.179 -3.526 -0.189
P 1.455 -1.900 0.151
C 2.293 -2.893 1.432
C 2.317 -2.491 2.805
C 3.007 -3.241 3.731
C 3.612 -4.428 3.374
C 3.588 -4.808 1.986
C 2.998 -4.023 1.018
C 1.934 -1.780 -1.572
C 3.354 -1.830 -1.930
C 3.759 -1.721 -3.239
C 2.771 -1.639 -4.267
C 1.451 -1.428 -3.877
C 0.980 -1.504 -2.582
H 0.042 -3.655 -1.286
H 0.303 -4.497 0.316
H 1.828 -1.539 3.088
H 2.924 -2.834 4.733
H 4.061 -5.116 4.030
H 4.113 -5.757 1.726
H 3.086 -4.282 -0.056
H 4.092 -1.912 -1.148
H 4.853 -1.765 -3.392
H 2.889 -1.807 -5.348
H 0.674 -1.299 -4.689
H -0.081 -1.444 -2.340
C -5.449 1.907 -2.582
Si -4.560 2.746 -1.171
C -5.945 3.668 -0.218
C -3.411 4.037 -1.753
C -3.601 1.634 -0.111
C -3.149 0.835 0.747
H -5.140 2.256 -3.617
H -6.496 2.207 -2.462
H -5.306 0.793 -2.518
H -6.440 4.428 -0.807
H -5.503 4.160 0.662
H -6.631 2.952 0.225
H -3.934 4.568 -2.556
H -2.439 3.607 -2.046
H -3.207 4.809 -0.999